Computed, not measured: a 5-piece molecular cluster, C16H38F6N3O6 overall at a distorted geometry, with ωB97M-V/def2-TZVPD.

```
69
Properties=species:S:1:pos:R:3:lowdin_charge:R:1
N -0.60 -1.06 0.51 0.26
H 0.18 -1.73 0.40 0.06
H -0.72 -0.69 1.46 0.08
H -1.47 -1.62 0.31 0.06
H -0.52 -0.28 -0.17 0.06
C -2.93 -3.24 -0.76 -0.47
O -2.47 -2.45 -1.91 -0.12
O -2.97 -2.38 0.26 -0.19
C -4.26 -3.91 -1.20 -0.51
F -4.23 -4.36 -2.49 0.09
F -4.55 -5.01 -0.45 0.10
F -5.32 -3.09 -1.14 0.13
C -1.61 -3.06 -2.84 -0.30
C -1.14 -1.86 -3.70 -0.07
H -0.75 -1.07 -3.06 0.06
H -0.54 -2.19 -4.54 0.06
H -2.04 -1.38 -4.09 0.07
H -2.13 -3.79 -3.48 0.10
H -0.71 -3.55 -2.45 0.10
H -2.14 -3.99 -0.62 0.13
C -0.11 2.40 -1.45 -0.49
O -1.21 3.31 -1.57 -0.07
O -0.60 1.21 -1.11 -0.19
C 0.85 2.45 -2.70 -0.50
F 2.15 2.42 -2.38 0.11
F 0.62 1.57 -3.68 0.13
F 0.68 3.68 -3.31 0.07
C -0.97 4.61 -1.09 -0.30
C -1.86 5.61 -1.83 -0.08
H -2.22 6.34 -1.10 0.06
H -1.41 6.14 -2.67 0.06
H -2.73 5.08 -2.21 0.07
H 0.03 5.02 -1.23 0.11
H -1.11 4.63 0.00 0.09
H 0.55 2.71 -0.62 0.12
C 1.27 1.94 2.44 -0.06
C -0.20 2.17 2.56 -0.45
C -0.92 1.29 3.58 -0.20
O -1.01 -0.04 3.11 -0.23
C -1.72 -0.87 4.02 -0.08
N -0.50 3.56 2.88 0.04
H 1.59 2.44 1.52 0.07
H 1.57 0.91 2.27 0.07
H 1.86 2.30 3.29 0.08
H -0.65 1.88 1.59 0.13
H -1.91 1.66 3.88 0.12
H -0.31 1.37 4.49 0.13
H -1.54 -1.87 3.62 0.09
H -2.78 -0.65 4.11 0.09
H -1.25 -0.89 5.00 0.09
H -1.49 3.61 3.09 0.06
H -0.38 4.20 2.10 0.05
C 3.99 -3.33 0.84 -0.06
C 2.74 -2.42 0.86 -0.42
C 2.89 -1.21 -0.07 -0.20
O 4.19 -0.67 0.13 -0.20
C 4.34 0.62 -0.47 -0.10
N 1.53 -3.14 0.43 0.02
H 4.33 -3.51 -0.19 0.08
H 3.76 -4.33 1.21 0.07
H 4.79 -2.81 1.35 0.07
H 2.54 -2.11 1.89 0.14
H 2.13 -0.45 0.12 0.11
H 2.78 -1.54 -1.11 0.14
H 4.06 0.56 -1.53 0.08
H 5.43 0.74 -0.48 0.08
H 3.86 1.50 -0.05 0.08
H 1.71 -3.39 -0.54 0.08
H 1.56 -4.01 0.95 0.08
```

- Net charge: -1
- E_HOMO: -4.86 eV
- LUMO: 0.0932 Eh
- Multiplicity: 1
- E: -1847.328572 hartree



Computed, not measured: a 5-piece molecular cluster, C16H38FNO5 overall, with ωB97M-V/def2-TZVPD.

```
61
Properties=species:S:1:pos:R:3:lowdin_charge:R:1
O 1.32 -3.21 -4.33 0.07
C 1.76 -2.20 -4.87 -0.42
N 1.06 -1.21 -5.51 0.08
C 1.66 0.10 -5.29 -0.15
C 3.06 -0.23 -4.70 -0.10
C 3.22 -1.72 -4.94 -0.23
F 3.62 -1.88 -6.26 0.01
H 0.07 -1.31 -5.64 0.15
H 1.73 0.67 -6.21 0.11
H 1.08 0.66 -4.55 0.11
H 3.84 0.32 -5.21 0.12
H 3.10 0.03 -3.65 0.12
H 3.89 -2.23 -4.28 0.15
C -0.30 -4.50 -0.41 -0.06
C -0.55 -3.01 -0.28 -0.49
C -1.85 -2.59 -0.96 -0.06
O 0.54 -2.27 -0.82 -0.06
H -0.21 -4.78 -1.46 0.08
H 0.63 -4.78 0.08 0.08
H -1.11 -5.08 0.03 0.08
H -0.60 -2.74 0.78 0.14
H -1.80 -2.81 -2.03 0.09
H -2.01 -1.52 -0.86 0.07
H -2.71 -3.12 -0.54 0.08
H 0.60 -2.49 -1.76 0.07
C 1.25 2.34 -0.17 -0.06
C 0.27 1.88 0.90 -0.49
C 0.97 1.09 1.99 -0.06
O -0.78 1.11 0.31 -0.06
H 1.72 1.48 -0.65 0.08
H 0.73 2.91 -0.94 0.08
H 2.03 2.97 0.26 0.08
H -0.22 2.75 1.34 0.14
H 1.43 0.19 1.57 0.08
H 0.25 0.77 2.75 0.08
H 1.74 1.69 2.47 0.06
H -0.37 0.33 -0.09 0.06
C -6.61 -1.99 0.16 -0.06
C -5.51 -1.27 -0.61 -0.50
C -4.82 -0.21 0.24 -0.06
O -6.03 -0.69 -1.80 -0.05
H -7.38 -1.28 0.47 0.08
H -7.08 -2.74 -0.46 0.08
H -6.22 -2.47 1.06 0.08
H -4.77 -2.00 -0.94 0.11
H -5.54 0.56 0.55 0.08
H -4.04 0.29 -0.33 0.07
H -4.38 -0.64 1.14 0.08
H -6.69 -0.04 -1.55 0.08
C 3.81 2.63 6.03 -0.06
C 3.44 3.66 4.97 -0.50
C 3.31 5.05 5.55 -0.06
O 2.24 3.28 4.30 -0.06
H 3.02 2.58 6.80 0.08
H 3.90 1.64 5.59 0.08
H 4.75 2.89 6.52 0.08
H 4.21 3.66 4.19 0.14
H 2.52 5.08 6.30 0.08
H 3.06 5.77 4.77 0.08
H 4.24 5.37 6.03 0.08
H 1.53 3.26 4.95 0.09
```

- SMILES: O=C1NCC[C@@H]1F.CC(C)O.CC(C)O.CC(C)O.CC(C)O
- E_HOMO: -9.93 eV
- LUMO: 0.0243 Eh
- Multiplicity: 1
- E: -1163.245013 hartree



no.,Kohn-Sham gap (eV)
1,7.4
2,10.6